The following is a DFT calculation (the ωB97M-V functional and the def2-TZVPD basis) of a 2-piece molecular cluster, C4H15N2O overall at a distorted geometry.

Properties
Frontier orbital gap (spin up / spin down)   9.478 / 3.862 eV
⟨S²⟩   0.754
Charge   +2
Energy above the lowest of the compared OMol25 structures with the same formula, charge and spin   112.8 kJ/mol
Electronic energy   -345.43391 hartree
Spin multiplicity   2
Strongest force on any atom   1.833 eV/A

Positions of all 22 atoms, in Å:
C (-1.0665, 2.6355, -0.4500)
C (-0.7838, 1.1430, -0.1042)
C (-1.0439, 0.2050, -1.3251)
C (-0.4029, -1.1811, -1.3152)
N (1.0997, -1.2262, -1.6407)
N (0.5780, 1.1278, 0.3540)
H (-2.0944, 2.8486, -0.7429)
H (-0.7479, 3.2276, 0.4089)
H (-0.4475, 2.9473, -1.2882)
H (-1.4115, 0.8626, 0.7248)
H (-2.1099, 0.0036, -1.4628)
H (-0.8257, 0.7534, -2.2505)
H (-0.8122, -1.8626, -2.0457)
H (-0.5165, -1.5981, -0.3250)
H (1.2507, -0.8823, -2.5897)
H (1.6412, -0.6903, -0.9768)
H (1.4481, -2.1957, -1.5913)
H (1.1743, 1.9055, 0.0459)
H (0.6987, 0.9668, 1.3595)
H (1.1217, -2.0712, 4.9246)
H (0.8517, -2.9489, 3.7508)
O (1.1588, -2.0593, 3.9587)

=====

The following is a DFT calculation (the ωB97M-V functional and the def2-TZVPD basis) of C48H29ClN7O3PbS2 as an isolated structure at a distorted geometry.

Properties
Frontier orbital gap   5.641 eV
Charge   +1
Energy above the lowest of the compared OMol25 structures with the same formula, charge and spin   0.0 kJ/mol
Electronic energy   -3904.72994 hartree
Strongest force on any atom   3.945 eV/A

Positions of all 91 atoms, in Å:
Pb (-0.2889, -0.7808, 0.0234)
Cl (-7.7121, -2.6354, -1.0788)
C (-6.1010, -2.2795, -0.6833)
C (-5.5116, -3.0883, 0.3778)
C (-4.2116, -2.8035, 0.7175)
C (-3.5189, -1.7119, 0.0980)
O (-2.3986, -1.4000, 0.6957)
C (-4.0530, -0.9929, -1.0054)
C (-3.2953, -0.1122, -1.8526)
N (-1.9963, -0.0678, -1.8779)
C (-1.3909, 1.0410, -2.4101)
C (-2.1328, 2.2282, -2.5721)
C (-1.4997, 3.3767, -3.1301)
C (-0.2122, 3.3302, -3.5797)
C (0.6244, 2.2124, -3.3541)
C (1.9471, 2.1943, -3.7429)
C (2.7070, 1.0072, -3.5630)
C (1.9740, -0.0893, -3.0659)
N (0.7016, -0.1161, -2.7089)
C (0.0340, 1.0408, -2.7939)
C (-5.4074, -1.2727, -1.3588)
H (-6.1160, -3.8933, 0.7656)
H (-3.6999, -3.4155, 1.4940)
H (-3.7704, 0.5017, -2.5740)
H (-3.0933, 2.2599, -2.0849)
H (-2.0158, 4.3316, -3.2858)
H (0.2039, 4.1343, -4.2299)
H (2.4259, 3.1091, -4.0713)
H (3.7443, 0.9290, -3.8258)
H (2.5017, -1.0527, -2.9502)
H (-5.9604, -0.5621, -2.0177)
O (3.5235, -7.7178, 0.4418)
N (3.0346, -6.9707, -0.4254)
O (3.0526, -7.2289, -1.6491)
C (2.3389, -5.8561, 0.0784)
C (2.4927, -5.5930, 1.3967)
C (1.8025, -4.5359, 2.0049)
C (2.0094, -4.2628, 3.3696)
C (1.4760, -3.1116, 3.8873)
C (0.7886, -2.2215, 3.0187)
N (0.5338, -2.4985, 1.7588)
C (1.0553, -3.6248, 1.1941)
C (0.8871, -3.9370, -0.2218)
N (0.0124, -3.1615, -0.9183)
C (-0.2677, -3.4574, -2.1998)
C (0.4419, -4.4521, -2.9163)
C (1.1930, -5.3464, -2.1439)
C (1.4307, -5.1403, -0.7968)
H (3.0593, -6.2427, 2.0424)
H (2.5605, -4.9808, 3.9479)
H (1.6064, -2.8511, 4.9441)
H (0.4365, -1.2554, 3.4343)
H (-0.9832, -2.7961, -2.6583)
H (0.1400, -4.5987, -3.9413)
H (1.7097, -6.1408, -2.6155)
S (5.9479, 0.6786, -0.8362)
C (7.4136, 1.4714, -1.2121)
C (7.3563, 2.8227, -1.0273)
C (6.0924, 3.2580, -0.5658)
C (5.1791, 2.2140, -0.4119)
C (3.7838, 2.3036, 0.0484)
C (3.0288, 1.1505, 0.2199)
N (1.7723, 1.1738, 0.6136)
C (1.2389, 2.3321, 1.0161)
C (1.9594, 3.6068, 0.8539)
C (1.2910, 4.8803, 1.0104)
C (-0.0039, 4.8732, 1.4111)
C (-0.6049, 3.6784, 1.7965)
C (-1.8469, 3.7162, 2.4170)
C (-2.5552, 2.5336, 2.6922)
C (-1.8742, 1.3212, 2.3739)
N (-0.7446, 1.1801, 1.7382)
C (-0.0492, 2.3799, 1.5423)
C (-3.8835, 2.5488, 3.2977)
C (-4.6347, 3.6940, 3.4610)
C (-5.9614, 3.4427, 3.8486)
C (-6.2608, 2.1046, 3.8834)
S (-4.8822, 1.1376, 3.5717)
C (3.2235, 3.5773, 0.2857)
H (8.3247, 0.8159, -1.3408)
H (8.2067, 3.5263, -1.2370)
H (5.8868, 4.3018, -0.2511)
H (3.3687, 0.1643, -0.0538)
H (1.8477, 5.8187, 0.9644)
H (-0.5586, 5.8103, 1.4844)
H (-2.2417, 4.6790, 2.8187)
H (-2.4312, 0.4118, 2.5160)
H (-4.1259, 4.6170, 3.3070)
H (-6.6944, 4.1657, 4.1247)
H (-7.1984, 1.7046, 4.1735)
H (3.8178, 4.4650, 0.0780)

=====

The following is a DFT calculation (the ωB97M-V functional and the def2-TZVPD basis) of C18H14MoN6O8P2 as an isolated structure at a distorted geometry.

Properties
Frontier orbital gap   5.486 eV
Charge   +2
Energy above the lowest of the compared OMol25 structures with the same formula, charge and spin   133.8 kJ/mol
Electronic energy   -2375.44109 hartree
Strongest force on any atom   1.743 eV/A

Positions of all 49 atoms, in Å:
Mo (0.8971, -1.6138, -1.2438)
C (-0.3744, -4.5229, 1.7204)
C (0.2219, -3.9111, 0.6223)
N (0.2506, -2.5781, 0.5552)
C (-0.2598, -1.8402, 1.5595)
C (-0.8562, -2.4887, 2.6294)
N (-0.9187, -3.8128, 2.6965)
C (-0.0566, -0.3952, 1.3969)
C (-0.4348, 0.5767, 2.2905)
C (-0.2032, 1.9265, 1.9849)
C (0.4121, 2.2246, 0.7642)
C (0.7791, 1.2027, -0.0812)
N (0.5627, -0.0858, 0.2383)
C (1.4663, 1.3566, -1.3691)
C (1.8541, 2.5443, -1.9623)
N (2.5237, 2.5685, -3.1095)
C (2.8294, 1.4162, -3.6792)
C (2.4485, 0.1951, -3.1237)
N (1.7628, 0.1901, -1.9779)
C (-0.5952, 2.9920, 2.9168)
C (-1.0961, 4.2011, 2.4425)
C (-1.4566, 5.1708, 3.3673)
N (-1.3263, 5.0090, 4.6793)
C (-0.8375, 3.8578, 5.1269)
C (-0.4685, 2.8135, 4.2917)
H (-0.4092, -5.6024, 1.7964)
H (0.6724, -4.4773, -0.1849)
H (-1.2892, -1.9344, 3.4525)
H (-0.9329, 0.3134, 3.2125)
H (0.6218, 3.2523, 0.5051)
H (1.6266, 3.4992, -1.5061)
H (3.3814, 1.4382, -4.6105)
H (2.6726, -0.7505, -3.5964)
H (-1.2465, 4.3823, 1.3859)
H (-1.8682, 6.1167, 3.0367)
H (-0.7333, 3.7633, 6.2010)
H (-0.0537, 1.9074, 4.7145)
O (0.0120, -4.4392, -3.8674)
P (-0.0404, -2.9021, -4.1750)
O (0.3929, -2.4134, -5.4625)
O (0.8955, -2.3434, -2.9671)
O (-1.5028, -2.5205, -3.6797)
P (-2.0986, -1.3003, -2.8040)
O (-3.2825, -1.9823, -2.0439)
O (-2.4271, -0.0943, -3.5245)
O (-0.9053, -1.1007, -1.7548)
H (0.1336, -4.9956, -4.6519)
H (-3.1234, -2.5161, -1.2590)
O (2.3799, -2.2971, -0.9525)

=====

The following is a DFT calculation (the ωB97M-V functional and the def2-TZVPD basis) of C19H19F6I2N5O5S3V as an isolated structure at a distorted geometry.

Properties
Frontier orbital gap (spin up / spin down)   7.155 / 7.102 eV
⟨S²⟩   0.758
Charge   0
Energy above the lowest of the compared OMol25 structures with the same formula, charge and spin   73.6 kJ/mol
Electronic energy   -4718.61035 hartree
Spin multiplicity   2
Strongest force on any atom   1.485 eV/A

Positions of all 60 atoms, in Å:
V (-0.1160, -0.2814, -0.2411)
I (-7.6142, -0.1173, 0.7759)
C (-5.6684, 0.4685, 0.3131)
C (-5.0941, 1.5548, 0.9496)
C (-3.7942, 1.9541, 0.6736)
I (-3.2211, 3.7483, 1.5737)
C (-2.9657, 1.2232, -0.2246)
O (-1.7180, 1.4439, -0.5084)
C (-3.6477, 0.1947, -0.9324)
C (-2.8596, -0.4284, -2.0255)
N (-1.7489, -1.2501, -1.4843)
C (-2.2997, -2.3733, -0.7195)
C (-1.2894, -3.0588, 0.1359)
C (-1.5456, -4.3219, 0.6584)
C (-0.5890, -4.9228, 1.4552)
C (0.5995, -4.2510, 1.7133)
C (0.7697, -2.9913, 1.1761)
N (-0.1549, -2.4126, 0.4056)
C (-4.9463, -0.1913, -0.6643)
H (-5.6718, 2.1209, 1.6677)
H (-2.3947, 0.3459, -2.6370)
H (-3.5024, -1.0477, -2.6623)
H (-1.2676, -1.6256, -2.2985)
H (-2.7713, -3.1142, -1.3760)
H (-3.0855, -1.9748, -0.0727)
H (-2.4813, -4.8160, 0.4339)
H (-0.7643, -5.9052, 1.8734)
H (1.3727, -4.6865, 2.3291)
H (1.6549, -2.3994, 1.3715)
H (-5.3970, -0.9955, -1.2359)
F (-1.1547, 1.5851, 4.3005)
C (-0.0603, 0.9963, 3.8487)
F (0.0345, -0.2235, 4.3792)
F (1.0079, 1.7012, 4.1997)
S (-0.1295, 0.8260, 2.0105)
O (-1.2559, -0.0456, 1.7233)
O (1.1216, 0.1452, 1.6321)
N (-0.1960, 2.3321, 1.6620)
S (0.2674, 2.8200, 0.2198)
O (0.7563, 1.7138, -0.5863)
O (-0.4403, 3.8879, -0.3707)
C (1.8594, 3.6040, 0.7474)
F (1.6502, 4.6019, 1.5947)
F (2.5117, 4.0765, -0.3202)
F (2.6491, 2.6977, 1.3421)
S (1.3854, -0.8420, -2.1476)
C (2.9277, -0.1605, -1.8904)
N (3.3156, 0.3133, -0.7082)
C (4.6080, 0.9585, -0.5019)
C (5.0603, 1.6094, -1.7957)
C (5.0816, 0.5495, -2.8813)
N (3.7915, -0.1309, -2.9131)
H (2.5865, 0.4324, -0.0162)
H (5.3420, 0.2145, -0.1780)
H (4.4963, 1.6858, 0.2970)
H (6.0511, 2.0452, -1.6760)
H (4.3646, 2.4065, -2.0655)
H (5.8817, -0.1713, -2.6902)
H (5.2554, 0.9914, -3.8617)
H (3.4429, -0.5096, -3.7774)

=====

The following is a DFT calculation (the ωB97M-V functional and the def2-TZVPD basis) of the molecule C5H9NO at a distorted geometry.

Properties
SMILES   CC1(C)NCC1=O
Frontier orbital gap   9.944 eV
Charge   0
Energy above the lowest of the compared OMol25 structures with the same formula, charge and spin   246.2 kJ/mol
Electronic energy   -325.84379 hartree
Strongest force on any atom   1.438 eV/A

Positions of all 16 atoms, in Å:
C (1.2391, -0.8938, 0.1299)
C (0.2600, 0.2239, -0.2575)
C (0.6085, 1.6931, -0.4481)
N (-0.8741, -0.2688, -1.0668)
C (-1.5979, -0.7192, 0.1410)
C (-0.5335, -0.0530, 1.0148)
O (-0.3899, 0.2810, 2.1605)
H (2.1060, -0.4741, 0.6457)
H (1.4898, -1.6312, -0.6291)
H (0.6545, -1.4750, 0.9011)
H (0.7178, 2.0087, -1.4913)
H (1.5015, 1.9704, 0.1176)
H (-0.2327, 2.2615, -0.0272)
H (-0.6344, -1.0129, -1.7198)
H (-2.4938, -0.1240, 0.3195)
H (-1.8208, -1.7866, 0.2096)

=====

> Which value of electronic energy does entry 2 give?

-3904.72994 hartree

=====

> Which value of electronic energy does entry 1 give?

-345.43391 hartree

=====

> Which value of electronic energy does entry 4 give?

-4718.61035 hartree